The following is a DFT calculation (wB97M-V/def2-TZVPD) of C21H35FP2Pd as an isolated structure at a distorted geometry.

## Properties
Spin multiplicity = 3
Gap between HOMO and LUMO (alpha / beta) = 4.47 / 5.81 eV
Energy relative to the best compared isomer or geometry (same formula, charge and spin) = 125.0 kcal/mol
Energy = -1731.19592 a.u.
HOMO level (alpha / beta) = -4.67 / -6.33 eV
M = 474.877 g/mol

Last column: Mulliken spin population.
CARTESIAN COORDINATES (ANGSTROEM)
P: -0.37 -1.69 -2.42  0.028
P: 0.56 1.54 -1.15  0.003
C: 0.20 -0.24 -3.42  0.055
C: 1.17 0.68 -2.69  -0.016
H: -0.70 0.28 -3.80  0.003
H: 0.71 -0.63 -4.31  -0.006
H: 2.14 0.19 -2.50  -0.002
H: 1.37 1.50 -3.39  -0.004
C: -0.26 2.84 -2.11  0.001
H: -0.36 3.75 -1.52  0.001
H: -1.23 2.53 -2.50  -0.001
H: 0.37 3.07 -2.98  -0.001
C: 1.95 2.27 -0.35  0.041
H: 2.22 3.17 -0.92  0.007
H: 2.81 1.60 -0.34  -0.009
H: 1.70 2.57 0.69  0.025
C: -1.83 -2.53 -3.31  0.149
H: -1.88 -3.57 -2.95  -0.002
H: -1.63 -2.57 -4.38  0.003
H: -2.83 -2.09 -3.19  -0.009
C: 0.66 -2.88 -3.55  0.027
H: 1.72 -2.56 -3.57  -0.002
H: 0.29 -2.84 -4.59  0.001
H: 0.59 -3.93 -3.20  -0.003
Pd: 1.69 0.94 2.02  0.389
C: -1.01 0.52 -0.70  -0.018
C: -1.66 -0.58 -1.51  0.007
C: -2.46 -1.42 -0.55  0.034
C: -1.66 -2.68 -0.02  0.018
C: -0.59 -3.10 -0.97  0.604
C: 0.61 -2.29 -1.04  0.071
C: 0.86 -1.07 -0.08  0.186
C: -0.26 -0.11 0.46  0.075
C: 1.34 -0.83 3.00  0.318
H: -1.76 1.28 -0.39  0.008
H: -2.27 -0.19 -2.34  -0.004
H: -3.40 -1.74 -0.99  -0.011
H: -2.72 -0.82 0.34  -0.004
H: -1.27 -2.46 0.98  0.026
H: -2.37 -3.52 0.08  0.005
H: -0.56 -4.14 -1.33  -0.025
H: 1.60 -2.68 -1.29  0.015
H: 1.63 -0.44 -0.54  -0.076
H: 1.37 -1.42 0.81  -0.019
H: -0.91 -0.62 1.13  0.026
H: 0.19 0.72 1.11  -0.096
H: 1.66 -0.66 4.04  -0.016
H: 1.64 -1.84 2.61  0.036
H: 0.24 -0.74 3.00  -0.055
F: -0.69 4.48 6.43  -0.001
C: -0.17 3.45 5.67  -0.005
C: 1.18 3.44 5.40  0.005
C: 1.70 2.50 4.50  0.024
C: 0.81 1.75 3.76  0.158
C: -0.50 1.56 4.20  0.009
C: -1.02 2.50 5.13  0.009
H: 1.85 4.14 5.86  0.002
H: 2.77 2.39 4.37  0.006
H: -1.13 0.73 3.89  0.002
H: -2.06 2.49 5.41  0.004



The following is a DFT calculation (wB97M-V/def2-TZVPD) of C21H35N5PdSSi3 as an isolated structure at a distorted geometry.

## Properties
Gap between HOMO and LUMO (alpha / beta) = 6.45 / 6.88 eV
Energy relative to the best compared isomer or geometry (same formula, charge and spin) = 8.1 kcal/mol
Energy = -2489.62085 a.u.
HOMO level (alpha / beta) = -7.26 / -7.08 eV
M = 580.291 g/mol

Last column: Löwdin charge in e.
CARTESIAN COORDINATES (ANGSTROEM)
Pd: -0.84 -0.86 -0.51  0.669
N: -4.23 -1.27 -3.32  0.067
C: -3.42 -1.29 -2.23  -0.877
S: -1.83 -1.97 -2.44  0.611
N: -3.93 -0.79 -1.12  -0.018
N: -3.03 -0.86 -0.10  -0.121
C: -3.49 -0.96 1.08  -0.083
C: -2.60 -1.24 2.22  -0.287
C: -3.10 -1.22 3.52  -0.026
C: -2.26 -1.53 4.57  -0.058
C: -0.94 -1.87 4.29  -0.053
C: -0.53 -1.87 2.97  -0.143
N: -1.32 -1.56 1.96  0.085
H: -3.95 -1.79 -4.13  0.074
H: -5.20 -1.06 -3.18  0.095
H: -4.57 -0.95 1.24  0.125
H: -4.14 -0.96 3.69  0.114
H: -2.62 -1.51 5.59  0.109
H: -0.25 -2.14 5.08  0.105
H: 0.49 -2.14 2.71  0.101
C: 1.11 3.62 0.93  -0.171
Si: -0.15 2.23 0.72  0.369
C: -1.68 3.00 -0.04  -0.177
C: -0.66 1.73 2.46  -0.166
C: 0.56 0.85 -0.30  -0.524
Si: 0.51 1.17 -2.14  0.344
C: 1.41 -0.14 -3.16  -0.186
C: -1.21 1.45 -2.86  -0.199
C: 1.40 2.79 -2.57  -0.178
Si: 2.18 0.20 0.26  0.437
C: 3.71 0.99 -0.47  -0.167
C: 2.53 0.21 2.11  -0.164
C: 2.14 -1.64 -0.23  -0.276
C: 3.24 -2.48 -0.28  -0.054
C: 3.08 -3.82 -0.59  -0.057
C: 1.80 -4.30 -0.84  -0.048
C: 0.74 -3.41 -0.79  -0.142
N: 0.90 -2.12 -0.50  -0.049
H: 0.68 4.44 1.50  0.032
H: 1.45 4.02 -0.03  0.016
H: 2.00 3.28 1.48  0.017
H: -2.14 3.66 0.71  0.035
H: -2.42 2.26 -0.33  0.022
H: -1.46 3.61 -0.92  0.023
H: -0.87 2.65 3.01  0.037
H: 0.10 1.18 3.00  0.011
H: -1.57 1.14 2.45  0.012
H: 1.02 -1.15 -3.03  -0.003
H: 2.48 -0.16 -2.95  0.019
H: 1.29 0.13 -4.21  0.037
H: -2.05 0.99 -2.35  -0.014
H: -1.20 1.05 -3.88  0.035
H: -1.40 2.53 -2.92  0.025
H: 2.42 2.84 -2.19  0.018
H: 0.85 3.64 -2.18  0.019
H: 1.44 2.89 -3.65  0.036
H: 3.77 2.03 -0.14  0.036
H: 3.75 0.98 -1.56  0.018
H: 4.61 0.49 -0.10  0.031
H: 2.60 1.23 2.49  0.030
H: 3.50 -0.27 2.28  0.036
H: 1.79 -0.32 2.71  0.001
H: 4.23 -2.09 -0.07  0.106
H: 3.93 -4.49 -0.64  0.110
H: 1.62 -5.33 -1.09  0.108
H: -0.28 -3.73 -0.98  0.069